Model a:
ORCA calculation (the ωB97M-V functional and the def2-TZVPD basis) on C18H45ClLiN3O6 as an isolated structure.

Structure (XYZ):
```
74
C18H45ClLiN3O6 (the ωB97M-V functional and the def2-TZVPD basis)
Li -1.66147 -0.89941 -1.73813
Cl -3.78165 -1.70339 -1.41808
C -3.05502 1.11002 1.55131
O -1.79501 1.69688 1.82476
C -1.73480 2.63724 2.84980
C -0.29086 2.94703 3.19575
N 0.38522 1.77774 3.71735
C 1.82886 1.79854 3.66126
C 2.48821 2.87394 4.49577
O 3.88474 2.68143 4.44122
C 4.57316 3.65477 5.19994
H -3.02406 0.53885 0.61953
H -3.79261 1.91747 1.46383
H -3.37251 0.45948 2.37342
H -2.24484 2.30880 3.76643
H -2.21219 3.60022 2.61718
H -0.29588 3.74338 3.94259
H 0.23960 3.27644 2.28586
H 0.03750 0.91799 3.31942
H 2.14313 2.01101 2.62291
H 2.18022 0.82149 3.99429
H 2.14617 2.89976 5.53774
H 2.23733 3.84588 4.04532
H 4.22851 4.66518 4.95933
H 5.63146 3.52354 4.99013
H 4.39780 3.48383 6.26953
C 2.66319 0.22669 -5.16132
O 1.55941 -0.57039 -4.82070
C 0.35897 0.19564 -4.72236
C -0.75574 -0.79823 -4.56634
N -0.58579 -1.64555 -3.37742
C -1.14675 -2.99966 -3.53978
C -0.77697 -3.87577 -2.35623
O 0.63313 -3.95664 -2.23282
C 0.98941 -4.87140 -1.22070
H 3.55408 -0.39438 -5.22856
H 2.82822 1.04055 -4.44557
H 2.53081 0.69228 -6.14846
H 0.25492 0.75890 -5.65544
H 0.41717 0.90685 -3.89224
H -0.75649 -1.48832 -5.42638
H -1.76101 -0.38138 -4.66448
H 0.41148 -1.85410 -3.34332
H -0.75240 -3.42635 -4.46900
H -2.23676 -3.03601 -3.56299
H -1.16714 -4.88278 -2.54985
H -1.29878 -3.51928 -1.45984
H 0.64662 -5.88264 -1.46201
H 0.58024 -4.61452 -0.23806
H 2.07567 -4.86503 -1.14999
C -2.87839 1.95477 -2.13546
O -1.68302 1.20740 -2.00920
C -0.72005 1.80099 -1.16866
C 0.29927 0.70208 -0.79816
N -0.39859 -0.39584 -0.13246
C 0.55951 -1.45257 0.25044
C -0.04536 -2.41417 1.21344
O -0.37240 -1.77977 2.43535
C -0.95603 -2.59360 3.41943
H -3.71724 1.36782 -2.49598
H -2.69557 2.80576 -2.80094
H -3.17133 2.38828 -1.17360
H -1.14338 2.28328 -0.28014
H -0.23970 2.68690 -1.61723
H 1.02053 1.21844 -0.14841
H 0.81915 0.34631 -1.68742
H -0.74417 -0.03546 0.75677
H 1.43633 -1.00994 0.75140
H 0.91354 -2.00040 -0.62585
H 0.62683 -3.25702 1.40953
H -0.98535 -2.83252 0.82719
H -1.94498 -2.94748 3.11100
H -1.11272 -1.98517 4.31172
H -0.27340 -3.40466 3.69264
```

Results
LUMO energy = 0.51 eV
Frontier orbital gap = 8.8 eV
Multiplicity = 1

---

Model b:
ORCA calculation (the ωB97M-V functional and the def2-TZVPD basis) on C18H45ClLiN3O6 as an isolated structure.

Structure (XYZ):
```
74
C18H45ClLiN3O6 (the ωB97M-V functional and the def2-TZVPD basis)
Li 5.57318 -3.58561 -1.08611
Cl 3.71947 -2.48692 -2.08748
C -1.50058 5.11191 6.36470
O -1.94141 3.85199 5.80563
C -1.15895 3.56180 4.66805
C -1.30923 2.08718 4.21490
N -0.40753 1.72530 3.13596
C -0.60748 0.28321 2.71258
C 0.27056 -0.15914 1.58534
O 0.26228 -1.57142 1.27535
C 1.02594 -1.95647 0.16714
H -2.10855 5.30446 7.24866
H -1.67026 5.94678 5.68478
H -0.48127 5.12018 6.75077
H -0.08938 3.62090 4.86954
H -1.38467 4.19459 3.80972
H -2.34346 1.88890 3.93355
H -1.22972 1.43259 5.08283
H -0.80388 2.32853 2.42949
H -1.65235 0.25852 2.40316
H -0.49132 -0.44355 3.51660
H 1.29433 0.13834 1.81232
H 0.01424 0.35221 0.65749
H 0.52076 -1.56582 -0.71619
H 0.96089 -3.03238 0.00509
H 2.08123 -1.69991 0.26002
C 5.78595 5.71293 1.60293
O 4.97114 5.41375 0.48572
C 4.85261 4.04061 0.31465
C 3.90361 3.55008 -0.79274
N 4.28355 4.03451 -2.11841
C 3.23158 3.83581 -3.11297
C 2.78468 2.36015 -3.34216
O 1.71295 2.11122 -2.45247
C 1.45948 0.70408 -2.21131
H 6.74505 5.19906 1.53841
H 5.35129 5.41131 2.55593
H 5.90564 6.79106 1.70988
H 4.47716 3.71135 1.28353
H 5.84367 3.58697 0.32582
H 2.89170 3.82541 -0.49555
H 3.82312 2.46305 -0.79288
H 4.65160 4.97499 -2.10665
H 3.50932 4.38147 -4.01476
H 2.28077 4.28257 -2.82235
H 3.56289 1.60644 -3.22208
H 2.47080 2.29446 -4.38391
H 1.12358 0.19229 -3.11316
H 0.63909 0.54036 -1.51256
H 2.31576 0.13248 -1.85333
C -7.68278 -4.02232 -2.43013
O -6.25671 -4.22617 -2.33179
C -5.87065 -5.52447 -1.78923
C -4.59632 -5.50550 -0.89486
N -3.40006 -5.36658 -1.70876
C -2.23027 -5.06838 -0.89775
C -0.93107 -4.92767 -1.71842
O -1.09542 -3.79299 -2.58045
C 0.10554 -3.38170 -3.26174
H -7.94720 -3.31200 -3.21348
H -8.05090 -3.67437 -1.46498
H -8.22088 -4.92423 -2.72187
H -5.66609 -6.16420 -2.64771
H -6.70289 -5.95395 -1.23151
H -4.41751 -6.46791 -0.41540
H -4.72442 -4.72787 -0.14187
H -3.46808 -4.63558 -2.40238
H -2.09256 -5.86865 -0.17064
H -2.31661 -4.18991 -0.25828
H -0.68917 -5.82917 -2.28135
H -0.12672 -4.59810 -1.06077
H 0.49186 -4.13937 -3.94351
H 0.82551 -3.05266 -2.51242
H -0.05647 -2.50882 -3.89413
```

Results
LUMO energy = -1.43 eV
Frontier orbital gap = 6.8 eV
Multiplicity = 1

---

model a takes first place; second place is 0.1553 hartree up.

---

Model a:
ORCA calculation (the ωB97M-V functional and the def2-TZVPD basis) on the molecule C7H8N2O.

Structure (XYZ):
```
18
C7H8N2O (the ωB97M-V functional and the def2-TZVPD basis)
C 3.21221 -0.10527 -0.81613
C 2.18188 0.05784 0.18970
O 2.24336 0.74224 1.18220
N 1.00839 -0.80461 -0.02981
C -0.31263 -0.34456 -0.03338
C -0.61916 0.99598 -0.26538
C -2.00038 1.32754 -0.31330
C -2.99178 0.39567 -0.04540
C -2.49422 -0.91910 0.09126
N -1.24735 -1.29847 0.19953
H 2.79781 0.16370 -1.83812
H 3.50996 -1.20235 -1.21238
H 4.00953 0.45324 -0.50614
H 0.93034 -1.83243 0.55979
H 0.13201 1.58832 -0.21932
H -2.37460 2.55133 -0.29384
H -3.90456 0.52321 -0.03989
H -3.23011 -1.90996 0.06005
```

Results
LUMO energy = 0.57 eV
Frontier orbital gap = 9.0 eV
Structure (SMILES) = CC(=O)Nc1ccccn1
Multiplicity = 1

---

Model b:
ORCA calculation (the ωB97M-V functional and the def2-TZVPD basis) on C7H8N2O as an isolated structure.

Structure (XYZ):
```
18
C7H8N2O (the ωB97M-V functional and the def2-TZVPD basis)
C 1.20139 -1.17965 0.76561
C -0.49070 0.82656 0.81162
C -2.10501 -0.42538 -0.23885
C -0.93363 -1.28401 -0.71077
C 0.36274 -0.63159 -0.27541
C 0.48550 1.57302 1.55286
C 0.91085 0.15764 -1.43027
N 1.94260 -1.74388 1.44275
N -1.72829 0.62905 0.71676
O -3.23468 -0.54674 -0.63243
H -1.12749 -2.24421 -0.32626
H -1.00512 -1.32054 -1.74678
H 0.20664 2.63069 1.59434
H 1.40003 1.32252 1.04787
H 0.51582 1.09328 2.58445
H 0.80486 -0.29388 -2.33508
H 2.10508 0.18860 -1.28045
H 0.68940 1.24850 -1.53994
```

Results
LUMO energy = 0.02 eV
Frontier orbital gap = 9.3 eV
Multiplicity = 1

---

model b takes first place; second place is 0.0163 hartree up.

---

Model a:
ORCA calculation (the ωB97M-V functional and the def2-TZVPD basis) on C6H9NO as an isolated structure.

Structure (XYZ):
```
17
C6H9NO (the ωB97M-V functional and the def2-TZVPD basis)
C -0.39180 0.40971 -1.87738
C 0.62966 -0.81731 -0.20801
C -0.68423 -0.63898 0.43410
C -0.50374 -0.17209 1.83814
C 0.77013 0.68458 0.19128
C -0.62791 0.77493 -0.39145
H -1.26587 0.01980 -2.49799
H 0.06812 1.23907 -2.30976
H -0.33758 -1.56324 -1.80025
H 1.31680 -1.72294 0.06520
H -1.70520 -1.16216 0.27010
H -0.22661 -0.88406 2.62977
H -1.37216 0.51443 2.18668
H 1.70015 1.26526 0.03600
H -1.18334 1.68358 -0.24365
N 0.40854 -0.83123 -1.64913
O 0.62415 0.62298 1.66098
```

Results
LUMO energy = 1.00 eV
Frontier orbital gap = 9.9 eV
Multiplicity = 1

---

Model b:
ORCA calculation (the ωB97M-V functional and the def2-TZVPD basis) on the molecule C6H9NO.

Structure (XYZ):
```
17
C6H9NO (the ωB97M-V functional and the def2-TZVPD basis)
H -0.47337 2.23872 2.30339
N -0.52935 1.09873 2.18443
C -0.86104 1.03498 0.97524
O -0.90360 2.48923 0.51515
C -0.83691 -0.05570 -0.03921
C 0.02085 0.10125 -1.34079
C 0.69266 -1.23291 -1.01713
C 1.39032 -1.14297 0.30497
C -0.09394 -1.34809 0.28355
H -0.74603 2.48735 -0.43620
H -1.88276 -0.25971 -0.31447
H -0.59743 0.07954 -2.24490
H 0.69009 0.97334 -1.38348
H 0.90939 -2.01819 -1.74173
H 1.96624 -2.02427 0.59062
H 1.81494 -0.19122 0.63859
H -0.56005 -2.23010 0.72196
```

Results
LUMO energy = 0.81 eV
Frontier orbital gap = 10.8 eV
Structure (SMILES) = [H]/N=C(\O)[C@H]1C[C@H]2C[C@H]21
Multiplicity = 1

---

model b takes first place; second place is 0.0121 hartree up.